(1)
ORCA calculation (wB97M-V/def2-TZVPD) on a cluster of 5 separate species, C25H25F32NO7S2 in total.

Each line ends with the Mulliken charge.
Element x y z (Å)
C1 -1.824 -1.826 -6.724  0.197
H1 0.578 2.824 5.053  0.009
C2 -3.089 -3.868 0.954  0.074
H2 1.592 -3.534 -3.396  0.512
H3 -3.302 -4.802 1.482  0.240
H4 2.782 -2.010 -1.157  0.657
H5 -0.298 -1.806 -3.756  0.623
C3 1.016 0.928 1.030  0.922
C4 1.392 3.495 3.160  0.878
H6 -0.739 1.265 -9.509  0.402
H7 0.324 1.974 -0.739  0.218
C5 0.740 -1.635 -3.525  -1.175
N1 1.104 -0.318 -2.964  -0.046
O1 3.151 0.489 -2.214  -0.693
C6 -1.319 1.086 -8.606  -0.720
C7 -6.449 -2.274 -0.049  0.776
F1 0.995 4.164 2.059  -0.309
F2 -3.887 0.956 -6.963  -0.205
F3 -3.163 -2.856 -1.180  -0.189
F4 0.288 -0.879 -6.392  -0.337
F5 -5.031 1.703 -8.669  -0.271
F6 -4.581 -0.817 0.068  -0.175
C8 2.640 2.212 11.077  0.092
F7 2.602 2.290 5.945  -0.245
C9 3.958 -2.530 -2.929  -1.209
C10 2.732 -1.948 -2.232  0.461
F8 -1.408 0.430 -6.042  -0.295
S1 0.536 -3.309 -1.271  -0.176
C11 2.723 2.638 7.249  0.715
F9 1.884 3.104 10.407  -0.212
C12 -5.918 -0.836 -0.076  0.178
F10 -6.470 -0.152 0.953  -0.264
F11 1.821 4.754 6.813  -0.240
O2 6.201 -2.039 -4.114  -0.659
F12 2.248 4.303 3.828  -0.288
C13 1.455 -2.694 -2.736  -0.301
O3 2.080 2.350 2.846  -0.330
F13 0.487 0.261 2.076  -0.284
H8 -5.517 -4.794 0.035  0.340
O4 -0.823 -0.161 -8.136  -0.372
C14 3.699 1.146 8.920  -0.721
F14 -0.453 4.373 4.323  -0.276
H9 2.358 2.640 0.802  0.329
F15 1.569 2.292 7.856  -0.312
F16 -6.315 -2.831 1.170  -0.285
C15 0.219 3.217 4.105  0.417
C16 3.893 1.825 10.286  0.873
C17 2.944 4.153 7.270  0.290
F17 -3.179 -0.046 -9.524  -0.268
H10 -5.114 -4.760 -1.657  0.386
H11 -1.072 1.897 -7.923  0.325
O5 -5.886 -3.047 -1.036  -0.395
H12 3.789 4.419 6.631  0.248
F18 -3.039 -1.614 -7.252  -0.215
C18 2.147 1.848 1.520  -1.017
F19 4.546 0.918 11.068  -0.330
F20 1.610 0.010 0.218  -0.184
C19 -2.785 1.161 -9.066  0.871
H13 3.738 -2.929 -3.907  0.442
H14 -3.570 2.742 -7.801  0.291
H15 -1.343 -2.654 -7.249  0.225
C20 -5.074 -4.172 -0.743  -0.850
H16 4.827 -0.335 -3.694  0.133
F21 -7.773 -2.200 -0.311  -0.303
F22 -0.638 2.331 3.560  -0.238
H17 2.041 1.326 11.303  0.291
H18 1.328 -4.299 -0.849  0.145
C21 -0.094 1.550 0.178  0.165
F23 -0.765 2.506 0.852  -0.257
C22 -3.573 -3.943 -0.497  0.989
H19 3.030 1.212 1.532  0.426
C23 -3.816 1.712 -8.076  0.085
F24 -2.935 -5.023 -1.034  -0.343
S2 5.357 -1.441 -3.126  1.020
O6 5.923 -1.151 -1.853  -0.564
F25 3.024 2.781 12.243  -0.271
F26 -0.975 0.579 -0.159  -0.191
F27 4.704 2.895 10.151  -0.270
H20 4.542 0.465 8.831  0.390
H21 -6.184 -0.356 -1.020  0.237
F28 -2.803 2.019 -10.124  -0.326
C24 2.420 -0.472 -2.472  -0.144
F29 3.181 4.585 8.522  -0.239
F30 -3.658 -2.845 1.621  -0.216
H22 1.232 -1.649 -4.492  0.288
F31 -1.751 -3.671 0.950  -0.216
H23 2.805 0.523 8.906  0.332
O7 3.794 1.946 7.752  -0.378
C25 -0.962 -0.562 -6.835  0.833
H24 1.160 0.282 -3.778  0.253
H25 4.347 -3.342 -2.333  0.425
F32 -1.979 -2.148 -5.418  -0.198

Cartesian forces, eV/Å:
-0.0053 -0.2294 0.0155
0.0631 0.0269 0.0050
0.2084 -0.1034 0.1510
0.5632 -0.2922 -0.0561
-0.0337 0.0040 -0.0399
0.3690 -0.2646 0.3508
-0.5133 0.1692 0.5793
-0.0653 0.1217 0.5782
0.3897 -0.1191 -0.3387
-0.0295 -0.0514 -0.0633
0.0303 0.0046 0.0305
0.4183 0.2009 -0.6723
0.7596 -0.9599 -0.4620
-1.0502 -1.8355 -0.6661
0.5307 0.3045 -0.0669
-0.0568 -0.4967 -0.1046
-0.0366 -0.0508 0.1062
0.0749 -0.0359 -0.0464
0.0301 0.0022 0.0696
-0.1937 -0.0625 -0.0377
0.0648 -0.0243 0.0168
-0.0061 -0.0458 0.0508
-0.0639 -0.0569 0.2755
0.0144 -0.0524 0.0051
0.0610 0.8058 0.3741
-0.5782 -0.2059 -0.8757
-0.0617 -0.1623 0.0305
-1.0782 0.3998 -0.1310
0.1069 -0.6007 0.1572
0.0694 -0.0263 -0.0556
0.0194 0.2215 -0.0180
-0.0043 -0.0334 -0.0497
0.0309 -0.0411 0.0148
0.1783 -0.2424 -0.6499
-0.0195 0.0805 -0.0102
0.1841 -0.0690 1.7181
-0.6276 -0.1233 0.0583
-0.0603 0.0090 -0.0591
0.1052 0.1151 0.1963
-0.6249 -0.2101 0.0502
0.0171 -0.5601 -0.2526
0.0781 -0.0063 -0.0447
-0.2262 0.0485 -0.0597
0.0704 0.1293 -0.0511
0.0353 0.0890 -0.0919
-0.2806 0.0360 0.2081
0.2180 0.3790 -0.3865
0.0314 0.2272 -0.0765
-0.0481 0.0388 0.0586
0.0551 0.0309 -0.0566
-0.1972 -0.0188 0.1497
0.4361 0.3892 0.2423
-0.0361 -0.0394 -0.0297
-0.0163 0.0697 0.0251
0.5937 0.1464 -0.1612
-0.1035 -0.1477 0.0496
0.0714 -0.1055 -0.0840
0.1162 -0.5671 0.0054
-0.1282 0.0857 -0.4043
0.0320 -0.0272 0.0175
0.0391 0.0386 0.0233
-0.3887 -0.4414 -0.1470
-0.1162 0.0903 0.2324
-0.0416 0.0237 0.0398
0.0339 0.0381 -0.1026
-0.0012 0.0060 -0.0437
0.3847 0.0001 -0.3175
-0.1035 -0.1026 -0.2695
0.0685 -0.0207 0.0428
-0.1852 0.4872 -0.2574
-0.0166 -0.0674 0.0176
-0.2005 0.2125 -0.0540
-0.0312 -0.1660 0.1014
0.4568 -0.5809 -0.2306
-0.1670 0.4394 0.6939
0.0018 -0.0223 -0.0664
0.0304 0.0206 0.0384
-0.0732 0.0104 0.0380
0.0718 0.0396 0.0245
-0.0392 -0.0366 0.0145
0.0376 0.1815 0.0475
0.3523 2.0550 0.4159
-0.0561 -0.0403 0.0209
-0.0481 -0.0063 -0.1042
-0.0175 -0.3791 -0.3957
-0.0446 -0.0282 0.0232
-0.1555 0.1601 0.1093
-0.0702 0.5727 0.3226
0.3343 0.5802 -0.3465
-0.2999 0.9273 0.4928
0.2930 -0.2939 0.1629
0.0709 0.0337 -0.0145

**DFT total energy**: -150781.9556 eV
**HOMO level**: -9.38 eV
**Max |F|**: 2.22 eV Å⁻¹
**Structure (SMILES)**: O=C1NC[C@H](S)[C@H]1C[SH](=O)=O.FC(F)C(F)(F)COC(F)(F)C(F)F.FC(F)C(F)(F)COC(F)(F)C(F)F.FC(F)C(F)(F)COC(F)(F)C(F)F.FC(F)C(F)(F)COC(F)(F)C(F)F

(2)
ORCA calculation (wB97M-V/def2-TZVPD) on a cluster of 2 separate species, C3H9OPS in total.

Each line ends with the Mulliken charge.
Element x y z (Å)
H1 0.144 -0.015 -2.678  0.264
H2 1.858 0.639 -2.407  0.325
H3 -1.863 1.247 -0.829  0.321
H4 0.164 -2.414 2.509  0.234
S1 1.741 -0.248 0.337  -0.293
H5 2.815 -0.033 -0.438  0.105
H6 -1.429 1.299 0.864  0.324
O1 -1.539 -1.314 2.004  -0.380
C1 -0.716 -1.825 2.724  -0.058
C2 0.797 0.865 -2.262  -0.906
H7 -0.799 -1.927 3.879  0.193
H8 0.511 1.781 -2.889  0.278
P1 0.612 1.422 -0.462  0.196
H9 -1.217 -0.288 -0.284  0.339
C3 -1.079 0.809 -0.067  -0.940

Cartesian forces, eV/Å:
1.2075 1.4718 1.2335
-0.2606 0.1038 -0.2215
1.7726 -0.3255 1.0017
0.6375 0.0309 -1.5579
-0.2070 -0.0485 0.2577
-0.0323 0.1019 0.1328
0.2593 -1.2055 -0.1089
1.1470 -0.5204 0.6079
-1.1947 -0.5005 2.2276
-1.6140 0.4136 -1.0783
-0.5879 0.8789 -1.1660
0.5344 -1.2193 0.6686
0.0117 -0.8589 -1.1120
0.2488 1.0350 1.1686
-1.9221 0.6428 -2.0540

**DFT total energy**: -25426.9417 eV
**ΔE to the lowest compared entry with this formula, charge and spin**: 3.139 eV
**HOMO level**: -8.46 eV
**Max |F|**: 2.89 eV Å⁻¹
**Structure (SMILES)**: CP(C)S.C=O

(3)
ORCA calculation (wB97M-V/def2-TZVPD) on the molecule C3HNO2.

Each line ends with the Mulliken charge.
Element x y z (Å)
C1 -0.738 1.704 0.747  0.427
N1 -1.130 2.762 1.024  -0.300
O1 0.008 0.004 -0.528  -0.100
C2 0.567 -1.305 -0.622  0.299
C3 -0.241 0.344 0.712  -0.311
H1 -0.182 -1.998 -1.019  0.329
O2 1.689 -1.523 -0.329  -0.344

Cartesian forces, eV/Å:
-0.3294 0.8531 0.3181
0.3432 -0.9585 -0.3346
-0.0576 0.1894 0.3990
0.6794 -0.3869 0.1030
0.0283 0.1035 -0.2432
0.0714 0.0326 -0.0253
-0.7353 0.1668 -0.2170

**DFT total energy**: -8708.2999 eV
**ΔE to the lowest compared entry with this formula, charge and spin**: 2.045 eV
**HOMO level**: -10.31 eV
**Max |F|**: 1.07 eV Å⁻¹

(4)
ORCA calculation (wB97M-V/def2-TZVPD) on the molecule C21H20N6O2S.

Each line ends with the Mulliken charge.
Element x y z (Å)
H1 1.199 2.961 1.558  0.393
N1 -0.500 3.528 -1.822  -0.555
H2 4.027 -3.407 1.370  0.394
H3 -5.892 -4.838 1.364  0.275
O1 -4.913 -5.937 2.857  -0.643
H4 0.152 -6.337 3.573  0.377
H5 3.151 -0.672 0.713  0.341
C1 2.546 -1.298 0.101  -0.903
C2 2.438 6.745 -3.387  -0.283
C3 1.491 7.354 -4.208  -0.558
C4 0.655 3.137 0.563  -0.034
C5 0.768 -4.022 1.789  0.516
S1 -2.008 -4.010 1.440  -0.074
H6 -1.350 5.745 -2.930  0.281
H7 2.525 -5.140 2.875  0.266
H8 -1.590 1.906 -1.697  0.440
N2 2.056 -2.504 0.964  0.373
C6 -0.492 -4.690 2.237  0.381
C7 2.145 -4.263 2.284  -0.935
C8 0.764 5.538 -2.284  0.791
C9 0.319 4.424 -1.368  0.387
N3 0.856 4.248 -0.142  -0.641
C10 -0.809 2.421 -1.131  -0.256
C11 2.108 5.810 -2.406  -0.639
H9 -1.550 0.583 0.613  0.330
C12 0.173 7.001 -4.091  -0.351
C13 -0.600 -5.756 3.039  -0.500
C14 2.908 -3.438 1.495  -0.240
H10 3.431 7.114 -3.546  0.368
H11 -0.527 7.452 -4.748  0.397
C15 -0.574 1.016 0.966  -0.913
H12 2.892 5.372 -1.771  0.367
C16 1.337 -0.474 -0.287  -0.514
N4 0.578 0.040 0.885  -0.194
C17 -0.249 6.025 -3.116  -0.500
N5 0.783 -2.988 0.970  -0.560
H13 0.599 -0.999 -0.877  0.295
C18 -1.965 -6.053 3.127  -0.705
H14 3.265 -1.550 -0.642  0.457
C19 -4.171 -5.411 2.066  0.223
H15 -4.700 -4.467 -0.991  0.310
H16 0.465 -0.792 1.556  0.235
N6 -4.904 -4.924 1.001  -0.139
C20 -0.218 2.192 0.131  0.258
H17 1.841 7.948 -5.094  0.296
H18 1.658 0.373 -0.859  0.493
C21 -2.788 -5.306 2.262  0.415
H19 -2.284 -6.856 3.719  0.525
H20 -0.700 1.430 2.011  0.381
O2 -4.348 -4.228 -0.132  -0.429

Cartesian forces, eV/Å:
-0.7918 0.6471 -1.5168
-1.4157 -0.9740 -1.6258
-1.5125 0.3196 0.3178
1.2429 0.4391 -1.4596
-0.6423 -1.0031 1.8484
0.0191 0.5230 -0.3452
0.2201 0.3780 1.2889
-2.2279 -0.9345 2.0089
0.1611 0.4489 0.0316
0.8230 -0.4332 -0.9458
0.9179 1.2670 0.6293
1.5586 -0.1061 1.6273
3.0370 -2.0512 1.7395
2.0831 0.4057 -0.5289
-0.6040 1.1757 -0.7162
0.2892 -0.8191 0.9486
1.7465 -0.4844 -2.4212
1.7321 3.3075 -2.9699
-0.7963 -1.9284 -1.2197
-1.9846 -2.0489 0.8779
1.3389 -0.7176 2.1198
1.5980 0.9792 0.2805
0.4525 1.7899 0.1697
0.7175 1.3243 -0.5945
0.6996 0.2767 0.3679
-1.2429 -1.5102 1.3917
-1.0859 0.1290 0.1997
0.7398 1.0080 1.4713
0.6827 -0.3615 0.1859
-0.7056 0.2054 -0.4418
0.8569 -1.1394 -0.4995
-0.7059 0.1226 -0.2551
-2.0119 0.8252 0.0487
0.4235 -1.5647 3.2629
0.1043 1.8536 -0.6580
-0.1607 1.1556 0.4999
0.2937 -0.7101 -0.7069
-1.5398 0.6181 -1.7262
-0.2461 -0.8965 -1.2863
-2.2918 -0.3723 -0.4876
-0.7008 -1.0777 0.2228
-0.1921 1.9914 -1.4040
-0.3723 0.1689 -1.3200
-2.0583 -1.2301 -1.7913
-0.4570 -0.2600 1.2575
0.3705 0.5190 -0.4778
2.2216 -0.1426 0.7684
-0.9514 -0.9149 0.6072
0.2663 -1.0881 -0.8879
0.1011 0.8899 2.1134

**DFT total energy**: -45966.8069 eV
**ΔE to the lowest compared entry with this formula, charge and spin**: 7.660 eV
**HOMO level**: -8.21 eV
**Max |F|**: 4.77 eV Å⁻¹
**Structure (SMILES)**: O=C(NO)c1ccc(-c2ccn(CCNCc3cnc(-c4ccccc4)nc3)n2)s1